Formula: C64H90N13OS3Si
Source: the OMol25 dataset
Level of theory: ωB97M-V with the def2-TZVPD basis set

Structure (ORCA input):
```
! wB97M-V def2-TZVPD RIJCOSX def2/J DEFGRID3
* xyz 1 1
C 3.7122 -4.8966 1.0481
C 2.8447 -5.3122 -0.1614
C 1.3395 -5.3511 0.1599
C 0.4750 -4.5852 -0.8586
C 0.9684 -3.1308 -0.9282
C -0.1928 -2.1555 -0.9510
N 0.2539 -0.7324 -0.9660
N 1.6430 -0.5265 -0.7657
C 1.8480 -0.3715 0.4497
S 1.9928 -0.6212 1.9529
C -0.5644 0.2671 -1.1382
N -1.9062 -0.0803 -1.2350
C -2.6937 0.5423 -0.1281
C -4.1901 0.2592 -0.4469
S -5.0194 -1.0544 0.5038
C -6.1280 -0.1082 1.6088
C -6.1390 -0.6371 3.0508
C -2.2147 -0.0208 1.2017
S -2.9743 0.7798 2.6412
C -1.6284 1.8851 3.1983
C -0.6979 1.2355 4.2434
C -2.4616 2.0660 -0.2386
C -1.3643 2.4436 -1.2361
C -1.0306 3.9179 -1.0065
N -0.3979 4.1389 0.2884
C -1.2045 4.9397 1.2009
N -0.1562 1.5850 -1.1733
C 0.6713 1.8443 -2.4227
C 2.1356 2.3373 -2.1618
O 2.2613 3.0032 -0.9261
Si 3.8312 3.4996 -0.5035
C 3.7504 5.3281 -0.0895
C 5.1028 3.1137 -1.8316
C 4.4406 2.6551 1.0628
H 4.6261 -5.4834 1.0978
H 4.0353 -3.8568 0.9790
H 3.1857 -5.0246 1.9919
H 3.2098 -6.2937 -0.4546
H 3.1108 -4.6344 -0.9715
H 1.2028 -4.8613 1.1253
H 1.0414 -6.3934 0.2354
H -0.5474 -4.6515 -0.4870
H 0.5693 -5.1136 -1.8049
H 1.5919 -3.0055 -1.8092
H 1.5754 -2.9521 -0.0420
H -0.9261 -2.3434 -0.1744
H -0.6968 -2.3073 -1.9034
H -2.2993 0.1595 -2.1391
H -4.2807 -0.0365 -1.4922
H -4.8085 1.1439 -0.3484
H -7.1246 -0.0158 1.1875
H -5.7281 0.9029 1.6353
H -7.1604 -0.8477 3.3572
H -5.5094 -1.5070 3.2066
H -5.7925 0.1456 3.7213
H -2.3457 -1.0959 1.2511
H -1.1412 0.1485 1.3293
H -1.0250 2.0646 2.3091
H -2.0190 2.8494 3.5052
H -1.1095 0.3086 4.6268
H -0.4590 1.9534 5.0239
H 0.2495 0.9999 3.7600
H -3.3508 2.6084 -0.5500
H -2.1963 2.4993 0.7189
H -1.8122 2.4050 -2.2390
H -1.9613 4.4891 -1.0332
H -0.3855 4.3061 -1.7965
H 0.5159 4.5553 0.1980
H -2.1405 4.4540 1.4743
H -1.4598 5.9139 0.7623
H -0.6666 5.1304 2.1261
H 0.7419 0.8940 -2.9478
H 0.1743 2.5682 -3.0561
H 2.3718 3.0168 -2.9856
H 2.7902 1.4712 -2.2318
H 4.6342 5.5258 0.5176
H 2.9061 5.4760 0.5860
H 3.6975 5.9701 -0.9577
H 4.9754 3.6702 -2.7557
H 5.1112 2.0364 -1.9976
H 6.0686 3.3625 -1.3920
H 3.5758 2.5571 1.7213
H 5.1759 3.2505 1.5958
H 4.7782 1.6401 0.8676
N -8.6041 -3.5747 2.3537
C -7.4808 -3.3652 1.6700
C -6.4917 -4.3204 1.4965
C -6.6786 -5.5681 2.0708
C -7.8395 -5.8057 2.7873
C -8.7702 -4.7810 2.8989
H -7.3781 -2.3758 1.2417
H -5.6007 -4.0913 0.9272
H -5.9304 -6.3432 1.9606
H -8.0240 -6.7647 3.2515
H -9.6953 -4.9232 3.4486
N 2.8890 8.2422 -1.0033
C 3.8662 9.1408 -0.8858
C 3.6880 10.5025 -1.0779
C 2.4246 10.9598 -1.4162
C 1.3956 10.0418 -1.5417
C 1.6819 8.7029 -1.3216
H 4.8400 8.7401 -0.6245
H 4.5184 11.1853 -0.9661
H 2.2445 12.0147 -1.5754
H 0.3934 10.3550 -1.7998
H 0.9036 7.9496 -1.4057
N 3.0387 -8.0815 -4.3346
C 4.3289 -8.1057 -4.6662
C 5.1355 -6.9722 -4.6929
C 4.5668 -5.7535 -4.3612
C 3.2253 -5.7145 -4.0171
C 2.5118 -6.9024 -4.0184
H 4.7235 -9.0844 -4.9204
H 6.1794 -7.0449 -4.9671
H 5.1606 -4.8475 -4.3702
H 2.7419 -4.7826 -3.7518
H 1.4592 -6.9185 -3.7516
N -11.5605 -4.7919 4.8459
C -11.7041 -3.8071 5.7310
C -12.9323 -3.3538 6.1863
C -14.0783 -3.9544 5.6921
C -13.9498 -4.9790 4.7692
C -12.6739 -5.3582 4.3828
H -10.7813 -3.3634 6.0891
H -12.9875 -2.5513 6.9087
H -15.0568 -3.6289 6.0212
H -14.8181 -5.4745 4.3576
H -12.5272 -6.1581 3.6648
N 1.4723 10.5200 2.5939
C 1.3891 9.4495 1.8046
C 0.9713 8.2029 2.2424
C 0.6225 8.0550 3.5754
C 0.7043 9.1556 4.4121
C 1.1317 10.3599 3.8725
H 1.6718 9.6010 0.7680
H 0.9235 7.3710 1.5523
H 0.2923 7.0962 3.9581
H 0.4440 9.0881 5.4597
H 1.2064 11.2461 4.4929
N 7.2290 -9.1100 -8.2569
C 8.5176 -9.1371 -8.5929
C 9.3271 -8.0120 -8.6305
C 8.7663 -6.7886 -8.3027
C 7.4268 -6.7409 -7.9518
C 6.7068 -7.9258 -7.9441
H 8.9147 -10.1147 -8.8437
H 10.3686 -8.0941 -8.9089
H 9.3641 -5.8862 -8.3206
H 6.9488 -5.8065 -7.6898
H 5.6557 -7.9373 -7.6730
N -0.0826 12.0885 7.0639
C -1.3331 12.2207 6.6232
C -2.0393 13.4130 6.6530
C -1.4135 14.5337 7.1734
C -0.1142 14.4167 7.6381
C 0.5031 13.1778 7.5591
H -1.7862 11.3183 6.2264
H -3.0525 13.4605 6.2784
H -1.9304 15.4838 7.2160
H 0.4110 15.2660 8.0524
H 1.5208 13.0424 7.9085
N 4.6487 -11.6034 -5.4731
C 5.7815 -11.5328 -6.1717
C 6.6429 -12.6042 -6.3505
C 6.3115 -13.8169 -5.7693
C 5.1375 -13.9089 -5.0383
C 4.3447 -12.7775 -4.9228
H 6.0025 -10.5656 -6.6075
H 7.5482 -12.4884 -6.9304
H 6.9574 -14.6781 -5.8842
H 4.8420 -14.8367 -4.5681
H 3.4163 -12.8046 -4.3627
*
```

Results
Largest force on an atom in hartree/bohr: 0.0368
LUMO energy in eV: -3.5
Orbital gap in eV: 7.0
Highest occupied orbital energy in eV: -10.47

Results of the Löwdin charge analysis, in e, for atoms 1 through 5:
1. C -0.101
2. C -0.250
3. C -0.204
4. C -0.180
5. C -0.190

---

Formula: C65H103F4NO22
Source: the OMol25 dataset
Level of theory: ωB97M-V with the def2-TZVPD basis set

Structure (ORCA input):
```
! wB97M-V def2-TZVPD RIJCOSX def2/J DEFGRID3
* xyz -1 2
C 2.4957 4.1371 -3.3310
N 3.7423 4.3768 -2.5808
O 4.6428 3.5702 -2.7869
O 3.8097 5.4180 -1.8866
H 2.4734 4.9160 -4.0931
H 1.7108 4.0917 -2.5760
H 2.6346 3.2055 -3.8796
O -1.9082 -6.0791 5.3959
C -1.2520 -5.2063 4.8045
O 0.1207 -5.1684 4.7638
C 0.8900 -6.2785 5.2124
C 0.9089 -7.4884 4.3140
C -1.9288 -4.0433 4.1443
H 0.4909 -6.6449 6.1582
H 1.8662 -5.9103 5.5280
H 1.6271 -8.2848 4.5092
H 1.1578 -7.2423 3.2817
H -0.1125 -7.8684 4.2960
H -1.7510 -4.1430 3.0735
H -1.4498 -3.1319 4.5021
H -2.9975 -3.9802 4.3490
O -2.6126 4.6818 0.6296
C -3.7826 4.3988 0.6536
O -4.7953 5.1740 0.2139
C -4.4240 6.2846 -0.6119
C -3.6913 7.4217 0.1852
C -4.1764 3.0310 1.1673
H -5.3930 6.6682 -0.9311
H -3.8582 5.9789 -1.4920
H -4.2259 7.6500 1.1073
H -3.7060 8.3355 -0.4088
H -2.6251 7.2081 0.2602
H -4.6725 3.1611 2.1291
H -3.2864 2.4349 1.3692
H -4.8718 2.5751 0.4626
O -1.8943 1.3183 7.0031
C -0.9248 1.4520 6.2729
O -0.9187 2.0058 5.0430
C -2.1459 2.3688 4.3225
C -1.8583 3.7474 3.7792
C 0.4401 1.2325 6.8463
H -3.0635 2.2841 4.9046
H -2.2996 1.6087 3.5564
H -1.0001 3.7896 3.1084
H -1.6930 4.4872 4.5624
H -2.7489 4.0379 3.2220
H 0.4813 0.2502 7.3170
H 0.4887 1.9667 7.6504
H 1.2238 1.4525 6.1214
O 3.1684 -2.4924 -2.3164
C 3.2729 -1.4523 -1.6552
O 4.2240 -0.5534 -1.6916
C 5.2666 -0.7090 -2.6074
C 6.3479 -1.6896 -2.0888
C 2.1857 -1.0185 -0.5964
H 5.6432 0.3010 -2.7687
H 4.9722 -1.1479 -3.5608
H 6.9068 -2.0967 -2.9314
H 5.9540 -2.5655 -1.5732
H 7.0184 -1.0721 -1.4912
H 2.4675 -1.4287 0.3733
H 1.2724 -1.5222 -0.9129
H 2.0625 0.0645 -0.6000
O -1.7336 -3.5208 -3.1354
C -1.1212 -2.7822 -3.8844
O -1.0069 -2.9115 -5.2807
C -1.5771 -3.9846 -6.0256
C -1.2387 -3.8115 -7.4718
C -0.4086 -1.5733 -3.3505
H -2.6631 -4.0261 -5.9418
H -1.0838 -4.9302 -5.8008
H -1.5592 -4.7525 -7.9189
H -0.2004 -3.7314 -7.7938
H -1.8122 -2.9890 -7.8992
H 0.6792 -1.5893 -3.4181
H -0.7716 -1.2621 -2.3710
H -0.6056 -0.6983 -3.9698
O -3.3400 -1.2908 4.8900
C -4.5052 -1.4877 4.6235
O -5.5234 -1.0135 5.4715
C -5.1833 -0.4797 6.7319
C -4.9712 -1.6737 7.7393
C -4.8233 -2.0316 3.2709
H -5.9532 0.2204 7.0563
H -4.2689 0.1132 6.7126
H -5.8105 -2.3568 7.8705
H -4.9141 -1.2150 8.7264
H -4.1527 -2.3294 7.4422
H -4.7908 -1.2809 2.4812
H -5.7855 -2.5433 3.2914
H -4.0702 -2.7710 2.9984
O -2.4330 -0.4530 1.4988
C -1.2800 -0.5486 1.1637
O -0.6114 0.3821 0.4104
C -1.2458 1.4936 -0.1183
C -0.4700 2.1030 -1.2784
C -0.4197 -1.6843 1.7459
H -1.3394 2.2331 0.6770
H -2.2308 1.2764 -0.5312
H 0.3746 2.7634 -1.0814
H -1.1660 2.8093 -1.7311
H -0.2097 1.3615 -2.0337
H -0.9753 -2.1986 2.5301
H 0.6029 -1.4750 2.0596
H -0.2938 -2.4140 0.9460
O -5.0522 -4.7791 1.7037
C -4.4174 -5.8312 1.6717
O -3.4237 -6.1180 0.7963
C -3.0411 -5.1501 -0.2116
C -2.1123 -4.0539 0.3285
C -4.6501 -6.9860 2.6482
H -3.8727 -4.6787 -0.7355
H -2.4351 -5.7570 -0.8843
H -1.2111 -4.5314 0.7130
H -2.5472 -3.4785 1.1457
H -1.8580 -3.3302 -0.4460
H -5.4132 -6.6021 3.3252
H -3.7351 -7.1275 3.2234
H -4.8594 -7.8502 2.0178
O 3.6832 -2.1164 3.6754
C 3.5916 -1.0097 3.2062
O 4.3299 -0.4148 2.2167
C 5.4453 -1.1479 1.6160
C 6.6663 -1.5375 2.5188
C 2.3835 -0.1299 3.5483
H 5.9118 -0.5278 0.8505
H 5.0690 -2.0377 1.1112
H 6.3976 -2.3503 3.1936
H 6.8485 -0.7177 3.2136
H 7.5086 -1.8470 1.9000
H 1.6714 -0.6823 4.1615
H 1.9351 0.0509 2.5714
H 2.5782 0.8536 3.9759
O 0.4823 6.2946 -4.7983
C 0.4131 7.2394 -4.0110
O -0.5464 7.6107 -3.2297
C -1.7540 6.7987 -3.0241
C -1.3606 5.4804 -2.3326
C 1.6503 8.1082 -3.7722
H -2.1547 6.6133 -4.0207
H -2.4944 7.4298 -2.5324
H -2.1707 4.7529 -2.2809
H -0.9936 5.6136 -1.3150
H -0.5301 4.9931 -2.8433
H 1.4667 9.1460 -3.4941
H 2.3593 7.9206 -4.5786
H 2.2110 7.8002 -2.8896
F -2.2475 2.4794 -3.7449
C -1.9884 2.3162 -5.0798
C -0.9287 2.9467 -5.6830
C -0.6781 2.7391 -7.0702
C -1.4283 1.7926 -7.7157
C -2.4987 1.1598 -7.1021
C -2.8001 1.4765 -5.7610
H -0.2582 3.6364 -5.1917
H 0.1383 3.2655 -7.5422
H -1.2316 1.4831 -8.7316
H -3.0382 0.4754 -7.7400
H -3.7026 1.0925 -5.3090
F 2.6241 2.2437 0.1708
C 2.7702 2.9745 1.3079
C 1.8340 2.8134 2.2562
C 1.9501 3.3945 3.5382
C 3.0043 4.3070 3.7046
C 3.9426 4.5388 2.7044
C 3.7676 3.8848 1.4800
H 1.0374 2.0971 2.1187
H 1.2769 3.0880 4.3251
H 3.1110 4.7207 4.6965
H 4.7431 5.2598 2.7807
H 4.4418 4.0206 0.6473
F 1.1806 -3.8071 2.3481
C 2.0965 -4.5785 1.6926
C 1.9196 -4.9188 0.2937
C 2.7798 -5.8181 -0.3719
C 3.8096 -6.4368 0.3738
C 3.9635 -6.1313 1.7313
C 3.1659 -5.1818 2.4032
H 1.1640 -4.4534 -0.3218
H 2.6399 -6.0262 -1.4224
H 4.4093 -7.1972 -0.1043
H 4.7063 -6.6841 2.2873
H 3.2334 -4.9964 3.4650
F 1.7448 0.8169 -4.0026
C 2.0304 0.8991 -5.3128
C 3.1141 1.6465 -5.7713
C 3.4386 1.6543 -7.1441
C 2.6651 0.9442 -8.0385
C 1.5447 0.2523 -7.6086
C 1.2306 0.2524 -6.2308
H 3.8246 2.2055 -5.1803
H 4.3097 2.2545 -7.3619
H 2.9509 0.9484 -9.0800
H 0.8932 -0.2863 -8.2807
H 0.3672 -0.2920 -5.8779
*
```

Results
Largest force on an atom in hartree/bohr: 0.0934
LUMO energy (alpha / beta) in eV: 2.0 / 2.0
Expectation value of S²: 0.753
Orbital gap (alpha / beta) in eV: 2.7 / 6.5
Highest occupied orbital energy (alpha / beta) in eV: -0.74 / -4.49

Results of the Löwdin charge analysis, in e, for atoms 1 through 5:
1. C -0.025
2. N -0.625
3. O -0.186
4. O -0.194
5. H 0.070

---

Q: What is the largest force on an atom in the second record?
A: 0.0934 hartree/bohr